No. 1
Computed, not measured: an isolated ion of composition C4H10N2O and charge +1 at a distorted geometry, with ωB97M-V with the def2-TZVPD basis set.

The geometry in XYZ format:
```
17
C4H10N2O, DFT ωB97M-V with the def2-TZVPD basis set
N -1.02291 -0.94906 -1.80483
C -1.25246 0.34521 -1.17414
C -0.05696 0.68062 -0.19179
N 0.37811 -0.30319 0.71566
C 1.80032 -0.37898 0.86932
C -0.34774 -0.73844 1.93092
O 0.58702 1.71241 -0.36399
H -0.36876 -0.79500 -2.61651
H -1.87635 -1.45845 -2.21855
H -2.11125 0.24195 -0.45486
H -1.40366 1.33336 -1.86556
H 2.02656 -0.51778 1.88107
H 2.17500 -1.17742 0.20070
H 2.14426 0.59729 0.43724
H 0.27393 -1.63824 2.49830
H -1.26374 -1.22292 1.60952
H -0.63753 0.25314 2.45888
```

## Properties
E_HOMO (alpha / beta) (eV): -14.19 / -14.12
Gap between HOMO and LUMO (alpha / beta) (eV): 10.15 / 6.17
Energy relative to the best compared isomer or geometry (same formula, charge and spin) (eV): 2.261
Total charge: +1
F_max (eV/A): 5.15
2S+1: 2

No. 2
Computed, not measured: an isolated ion of composition C4H10N2O and charge +1, with ωB97M-V with the def2-TZVPD basis set.

The geometry in XYZ format:
```
17
C4H10N2O, DFT ωB97M-V with the def2-TZVPD basis set
N 2.05568 0.64103 1.84847
C 1.01033 -0.18899 1.31960
C 0.04367 0.57113 0.45922
N -0.44216 -0.11699 -0.73523
C -0.74722 0.66689 -1.90076
C -1.12293 -1.37802 -0.58768
O -0.39691 1.65847 0.64088
H 1.97324 1.59937 1.53649
H 2.10712 0.60983 2.85738
H 1.42580 -0.99078 0.68619
H 0.41998 -0.74499 2.06475
H -1.15526 0.05344 -2.69204
H 0.16700 1.17567 -2.23391
H -1.43745 1.47248 -1.61832
H -2.18074 -1.15232 -0.41603
H -0.97629 -1.95259 -1.50293
H -0.74384 -1.92363 0.27391
```

## Properties
E_HOMO (alpha / beta) (eV): -13.69 / -13.66
Gap between HOMO and LUMO (alpha / beta) (eV): 9.87 / 5.69
Energy relative to the best compared isomer or geometry (same formula, charge and spin) (eV): 1.059
Total charge: +1
F_max (eV/A): 0.99
2S+1: 2

No. 3
Computed, not measured: an isolated ion of composition C4H10N2O and charge +1 at a distorted geometry, with ωB97M-V with the def2-TZVPD basis set.

The geometry in XYZ format:
```
17
C4H10N2O, DFT ωB97M-V with the def2-TZVPD basis set
N 2.33736 -0.80552 0.15029
C 1.66865 0.50953 -0.14765
C 0.51899 0.54642 0.84522
N -0.52173 -0.36552 0.35311
C -1.57786 0.21197 -0.41320
C -2.77106 -0.74157 -0.64397
O -3.48899 -0.54379 -1.57083
H 3.08055 -0.80571 0.84776
H 2.92743 -0.97729 -0.66803
H 2.45368 1.25351 -0.03043
H 1.37158 0.49294 -1.19621
H 0.97958 0.27668 1.79097
H 0.18900 1.59671 0.81898
H -0.88195 -0.73496 1.23380
H -1.30863 0.53481 -1.43066
H -2.00667 1.12929 0.02376
H -2.96993 -1.57751 0.03709
```

## Properties
E_HOMO (alpha / beta) (eV): -14.38 / -14.04
Gap between HOMO and LUMO (alpha / beta) (eV): 11.05 / 5.19
Energy relative to the best compared isomer or geometry (same formula, charge and spin) (eV): 2.624
Total charge: +1
F_max (eV/A): 4.25
2S+1: 2

No. 4
Computed, not measured: an isolated ion of composition C4H10N2O and charge +1 at a distorted geometry, with ωB97M-V with the def2-TZVPD basis set.

The geometry in XYZ format:
```
17
C4H10N2O, DFT ωB97M-V with the def2-TZVPD basis set
C 0.51761 -1.32241 0.49974
C -0.67798 -0.88312 -0.30037
C -0.98454 0.63544 -0.32656
C 0.28853 1.47462 -0.33177
N 0.68820 1.97491 -1.53201
O 0.78061 1.70396 0.75895
N 0.08221 -1.56979 1.88061
H 1.43695 -0.72334 0.52104
H 0.92545 -2.28650 0.15203
H -0.42831 -1.03423 -1.35425
H -1.54958 -1.53886 -0.15532
H -1.63121 0.92218 -1.17059
H -1.52295 0.89586 0.59279
H 1.39119 2.69709 -1.48255
H 0.67223 1.31935 -2.29770
H 0.79579 -1.23117 2.54145
H -0.78421 -1.03399 2.00450
```

## Properties
E_HOMO (alpha / beta) (eV): -13.88 / -13.77
Gap between HOMO and LUMO (alpha / beta) (eV): 10.58 / 4.76
Energy relative to the best compared isomer or geometry (same formula, charge and spin) (eV): 1.180
Total charge: +1
F_max (eV/A): 4.04
2S+1: 2

No. 5
Computed, not measured: an isolated ion of composition C4H10N2O and charge +1 at a distorted geometry, with ωB97M-V with the def2-TZVPD basis set.

The geometry in XYZ format:
```
17
C4H10N2O, DFT ωB97M-V with the def2-TZVPD basis set
C -0.70040 0.33170 0.53341
N -0.49569 1.68490 0.24958
C -0.94414 2.22721 -0.92832
O -1.81851 1.75744 -1.60138
C 0.07995 -0.88311 -0.21458
C 1.58367 -0.63895 0.09270
N -0.45036 -2.08722 0.38444
H -1.73270 0.14923 0.17947
H -0.52616 0.06921 1.56710
H 0.07690 2.21488 0.88573
H -0.52342 3.22066 -1.13162
H -0.15463 -0.98845 -1.27349
H 1.91755 -1.44810 0.74353
H 2.22075 -0.59658 -0.78552
H 1.72604 0.30537 0.61536
H 0.29223 -2.46922 0.96281
H -0.55109 -2.84898 -0.27925
```

## Properties
E_HOMO (alpha / beta) (eV): -15.25 / -14.68
Gap between HOMO and LUMO (alpha / beta) (eV): 12.25 / 5.91
Energy relative to the best compared isomer or geometry (same formula, charge and spin) (eV): 1.464
Total charge: +1
F_max (eV/A): 2.59
2S+1: 2

No. 6
Computed, not measured: C4H10N2O2 as an isolated structure at a distorted geometry, with ωB97M-V with the def2-TZVPD basis set.

The geometry in XYZ format:
```
18
C4H10N2O2, DFT ωB97M-V with the def2-TZVPD basis set
H -1.08940 0.72183 0.71464
O -2.30866 0.78499 0.40893
N 0.09019 0.21329 0.69578
H -2.73949 1.56689 0.38406
C 1.31183 0.57533 0.03687
C -0.05192 -1.17296 0.58151
C 1.94411 -0.65882 -0.34205
N 1.12202 -1.73515 0.08584
H 1.23587 -2.71986 -0.16445
H -1.02822 -1.66662 0.72826
H 2.95285 -0.78267 -0.76044
C 1.71416 1.95829 -0.35690
H 1.21616 2.54626 -1.19241
H 1.53581 2.73888 0.38300
H 2.77905 1.91632 -0.62263
O -2.74255 -1.72386 -0.04824
H -2.99923 -0.95274 0.37138
H -2.94258 -1.60941 -0.90314
```

## Properties
E_HOMO (alpha / beta) (eV): 0.97 / -3.52
Gap between HOMO and LUMO (alpha / beta) (eV): 2.97 / 7.41
Energy relative to the best compared isomer or geometry (same formula, charge and spin) (eV): 3.346
Total charge: -1
F_max (eV/A): 5.48
2S+1: 2

No. 7
Computed, not measured: C4H10N2O2 as an isolated structure at a distorted geometry, with ωB97M-V with the def2-TZVPD basis set.

The geometry in XYZ format:
```
18
C4H10N2O2, DFT ωB97M-V with the def2-TZVPD basis set
C -1.82384 -0.59052 -0.70481
C -0.42186 -0.17745 -1.09205
C -0.22029 1.16745 -0.41249
N -0.81404 1.24162 0.91270
N -2.25752 -0.50891 0.44277
C 2.63021 -0.22590 -0.11207
O 2.33792 0.00870 -1.29310
O 2.14759 0.28251 0.92448
H -2.53718 -0.91706 -1.46590
H -0.11970 -1.11302 2.05697
H 0.27512 -0.82721 -0.56302
H -0.34434 -0.14237 -2.17145
H -0.73139 1.90463 -1.02870
H 0.86968 1.33064 -0.20313
H -0.16301 0.75133 1.53899
H -1.63494 0.50851 0.87111
H 3.39266 -1.01096 0.12388
H -0.58507 -1.68198 2.17580
```

## Properties
E_HOMO (eV): -8.50
Gap between HOMO and LUMO (eV): 4.54
Energy relative to the best compared isomer or geometry (same formula, charge and spin) (eV): 8.212
F_max (eV/A): 2.29

No. 8
Computed, not measured: one molecule with the formula C4H10N2O2 at a distorted geometry, with ωB97M-V with the def2-TZVPD basis set.

The geometry in XYZ format:
```
18
C4H10N2O2, DFT ωB97M-V with the def2-TZVPD basis set
C -2.08597 0.66458 0.62965
C -0.92073 0.03946 0.37666
O -0.75924 -1.24150 0.67023
C 0.80183 -1.79282 0.08822
O 0.42466 -2.92536 -0.57368
N 0.17549 0.68710 -0.25226
C 1.02605 1.57756 0.52999
N 0.02654 1.06202 -1.61601
H -2.21657 1.71575 0.41216
H -2.88430 0.12274 1.11956
H 1.17666 -1.94409 1.09715
H 1.56558 -1.29758 -0.50406
H -0.23378 -3.37053 -0.01447
H 0.99677 1.27321 1.57687
H 2.05497 1.52311 0.15948
H 0.69013 2.61560 0.43931
H -0.71824 0.51061 -2.04277
H 0.88013 0.78012 -2.09604
```

## Properties
E_HOMO (eV): -7.87
Gap between HOMO and LUMO (eV): 8.58
Energy relative to the best compared isomer or geometry (same formula, charge and spin) (eV): 5.433
F_max (eV/A): 3.81
Structure (SMILES): C=C(OCO)N(C)N

No. 9
Computed, not measured: one molecule with the formula C4H10N2O2, with ωB97M-V with the def2-TZVPD basis set.

The geometry in XYZ format:
```
18
C4H10N2O2, DFT ωB97M-V with the def2-TZVPD basis set
C -2.95193 0.06595 0.56263
O -2.37918 0.27366 -0.71900
N -1.03863 -0.13180 -0.78970
C -0.03003 0.51781 -0.16767
O -0.18867 1.41908 0.62586
C 1.36624 -0.02463 -0.52829
C 1.74616 -1.09716 0.49479
N 2.35834 1.03206 -0.50417
H -3.97470 0.43009 0.46641
H -2.42553 0.64117 1.32385
H -2.95332 -0.99492 0.82812
H -0.88178 -0.84630 -1.48513
H 1.35501 -0.45651 -1.53522
H 1.06354 -1.94176 0.43995
H 2.75872 -1.43827 0.29981
H 1.70723 -0.67705 1.49724
H 2.31924 1.49678 0.39907
H 2.14927 1.73181 -1.20856
```

## Properties
E_HOMO (eV): -9.39
Gap between HOMO and LUMO (eV): 10.20
Energy relative to the best compared isomer or geometry (same formula, charge and spin) (eV): 3.058
F_max (eV/A): 0.96
Structure (SMILES): CONC(=O)[C@H](C)N

No. 10
Computed, not measured: one molecule with the formula C4H10N2O2 at a distorted geometry, with ωB97M-V with the def2-TZVPD basis set.

The geometry in XYZ format:
```
18
C4H10N2O2, DFT ωB97M-V with the def2-TZVPD basis set
C 1.01346 0.64954 2.55207
C 0.51759 -0.17856 1.63736
O -0.09625 -1.33431 2.02880
N 0.76827 0.05841 0.09329
C -0.37358 -0.05380 -0.68767
C 0.36240 0.22683 -2.25232
N -1.41990 0.87182 -0.53175
O -0.89470 -1.34080 -0.67881
H 1.53515 1.55411 2.26373
H 0.95779 0.41602 3.61147
H -0.42289 -1.75399 1.21433
H 1.42163 -0.67715 -0.16289
H 1.18183 -0.46636 -2.45585
H -0.42207 0.03075 -2.98807
H 0.69998 1.26198 -2.32222
H -1.05452 1.63416 0.03545
H -2.17716 0.44802 -0.00782
H -1.59703 -1.34668 -1.34908
```

## Properties
E_HOMO (eV): -8.99
Gap between HOMO and LUMO (eV): 9.64
Energy relative to the best compared isomer or geometry (same formula, charge and spin) (eV): 2.932
F_max (eV/A): 5.75
Structure (SMILES): C=C(O)N[C@](C)(N)O

Q: energy relative to the best compared isomer or geometry (same formula, charge and spin) of number 4 (C4H10N2O)?
A: 1.180 eV

Q: The lowest energy relative to the best compared isomer or geometry (same formula, charge and spin) belongs to which entry?
A: number 2